Entry 1:
{
  "formula": "H3O3PS",
  "method": "ωB97M-V with the def2-TZVPD basis set",
  "elements": ["O", "S", "P", "O", "O", "H", "H", "H"],
  "xyz": [[0.8704, -1.3978, -0.9936], [1.3186, -0.7834, 0.5063], [0.4186, 1.2057, 0.4059], [-0.0985, 1.0858, -1.0908], [-1.4538, 0.7451, 1.3552], [0.3610, -2.2266, -0.8547], [-0.1054, 0.2257, -1.4814], [-1.3109, 1.1455, 2.1532]],
  "total_charge": 0,
  "spin_multiplicity": 1,
  "e_homo_ev": -9.494,
  "relative_energy_kcal_mol": 91.4
}

=====

Entry 2:
{
  "formula": "C4H8O",
  "method": "ωB97M-V with the def2-TZVPD basis set",
  "elements": ["C", "C", "C", "C", "O", "H", "H", "H", "H", "H", "H", "H", "H"],
  "xyz": [[0.1648, 1.7437, -0.6527], [-0.5901, 0.2316, -0.2852], [0.4220, -0.4177, 0.5440], [-0.0933, -2.0817, 0.6465], [-0.5127, -2.7233, -0.2958], [0.5852, 2.2355, 0.2260], [0.9369, 1.5733, -1.4048], [-0.6296, 2.3698, -1.0627], [-0.7816, -0.2564, -1.2412], [-1.5157, 0.4493, 0.2502], [0.4532, -0.0467, 1.5691], [1.4166, -0.4778, 0.1021], [0.1443, -2.5996, 1.6045]],
  "total_charge": 0,
  "spin_multiplicity": 1,
  "e_homo_ev": -9.246,
  "relative_energy_kcal_mol": 33.3
}

=====

Entry 3:
{
  "formula": "C3H6N2O2",
  "method": "ωB97M-V with the def2-TZVPD basis set",
  "elements": ["C", "C", "C", "N", "N", "O", "O", "H", "H", "H", "H", "H", "H"],
  "xyz": [[-1.0482, -1.0166, 0.4184], [0.1082, 0.0731, -0.1954], [0.1542, -0.1226, -1.6739], [0.9632, 1.0639, 0.2058], [1.0755, 1.3128, 1.6413], [0.0613, 1.2869, 2.2739], [2.1672, 1.5512, 1.9839], [-1.8186, -0.9799, -0.3402], [-1.3710, -0.7477, 1.4777], [-0.5034, -1.9868, 0.2571], [-0.0442, -1.1396, -1.9722], [1.0953, 0.2246, -2.1064], [-0.8395, 0.4806, -1.9700]],
  "total_charge": 0,
  "spin_multiplicity": 1,
  "e_homo_ev": -10.351,
  "relative_energy_kcal_mol": 145.8
}

=====

Entry 4:
{
  "formula": "C5H8O2",
  "method": "ωB97M-V with the def2-TZVPD basis set",
  "elements": ["O", "C", "C", "C", "C", "O", "C", "H", "H", "H", "H", "H", "H", "H", "H"],
  "xyz": [[1.7951, -2.1147, -0.6732], [1.6601, -0.9772, -0.0472], [0.7640, -0.0326, -0.8099], [-0.3517, 0.4769, 0.0863], [-0.2278, 1.7768, 0.7449], [-1.0381, 1.6158, -0.4152], [-1.2146, -0.6054, 0.6876], [1.2904, -2.1616, -1.5194], [-0.6016, -1.2518, 1.3277], [0.3175, -0.4774, -1.7256], [1.3858, 0.8171, -1.1219], [-0.7731, 1.9616, 1.6706], [0.6760, 2.3705, 0.6087], [-1.6616, -1.2243, -0.0997], [-2.0205, -0.1737, 1.2863]],
  "total_charge": 0,
  "spin_multiplicity": 1,
  "e_homo_ev": -8.859,
  "relative_energy_kcal_mol": 89.3
}

=====

Entry 5:
{
  "formula": "C16H48ClN4O4",
  "method": "ωB97M-V with the def2-TZVPD basis set",
  "elements": ["C", "C", "C", "O", "C", "N", "H", "H", "H", "H", "H", "H", "H", "H", "H", "H", "H", "H", "C", "C", "C", "O", "C", "N", "H", "H", "H", "H", "H", "H", "H", "H", "H", "H", "H", "H", "C", "C", "C", "O", "C", "N", "H", "H", "H", "H", "H", "H", "H", "H", "H", "H", "H", "H", "C", "C", "C", "O", "C", "N", "H", "H", "H", "H", "H", "H", "H", "H", "H", "H", "H", "H", "Cl"],
  "xyz": [[12.9716, 8.9699, 7.5588], [11.8140, 8.5331, 8.5319], [11.2431, 9.5233, 9.4636], [10.1199, 9.0382, 10.2019], [9.6946, 9.9862, 11.2051], [10.8142, 7.7055, 7.7666], [11.1076, 6.7633, 7.5510], [9.9800, 7.6481, 8.3330], [10.6794, 8.1639, 6.8768], [12.6392, 9.5898, 6.7262], [13.4892, 8.1278, 7.0993], [13.7516, 9.5499, 8.0520], [12.3081, 7.8012, 9.1709], [11.0068, 10.3694, 8.8184], [11.9629, 9.9257, 10.1763], [8.8292, 9.5908, 11.7371], [9.3709, 10.9223, 10.7502], [10.4727, 10.1902, 11.9406], [13.1532, 8.8527, 15.0585], [13.3113, 9.4434, 13.6075], [12.8939, 10.9350, 13.4709], [13.2787, 11.4558, 12.1656], [13.2692, 12.9082, 12.1847], [14.7674, 9.3107, 13.2078], [15.3741, 9.9738, 13.6686], [15.1158, 8.4178, 13.5263], [14.9100, 9.4544, 12.2183], [13.5234, 7.8283, 15.0994], [12.0873, 8.8264, 15.2850], [13.7106, 9.3948, 15.8224], [12.7930, 8.8113, 12.8864], [13.3235, 11.5617, 14.2525], [11.8234, 10.9713, 13.6727], [13.8314, 13.3253, 11.3492], [13.6093, 13.4285, 13.0801], [12.2448, 13.2676, 12.0875], [5.8010, 6.6586, 13.8868], [6.9928, 5.6133, 13.6853], [7.9256, 5.9860, 12.5611], [9.2386, 5.4031, 12.7052], [10.2813, 6.1196, 12.0538], [7.7053, 5.5919, 15.0560], [8.1680, 6.4634, 15.2716], [7.1064, 5.3760, 15.8400], [8.3526, 4.8172, 15.0243], [5.1247, 6.2681, 14.6472], [5.1724, 6.6305, 12.9968], [6.0531, 7.6897, 14.1343], [6.4528, 4.6761, 13.5508], [8.1452, 7.0520, 12.5020], [7.4772, 5.6313, 11.6331], [10.1857, 6.1284, 10.9681], [11.1813, 5.5765, 12.3422], [10.3863, 7.1658, 12.3411], [9.0241, 7.9054, 19.0996], [9.6836, 6.7806, 18.3055], [11.2530, 6.8251, 18.3221], [11.8787, 5.5999, 17.8671], [13.3141, 5.4723, 18.1192], [9.1376, 5.4882, 18.8185], [9.6198, 4.7408, 18.3399], [9.2614, 5.4318, 19.8193], [8.1762, 5.3603, 18.5368], [8.0160, 8.0303, 18.7043], [9.5494, 8.7981, 18.7600], [8.8729, 7.9424, 20.1785], [9.4456, 6.8734, 17.2458], [11.3984, 7.0267, 19.3834], [11.6489, 7.7109, 17.8254], [13.5907, 5.9045, 19.0809], [13.7877, 6.0839, 17.3512], [13.7011, 4.4762, 17.9047], [9.0062, 9.0204, 15.0725]],
  "total_charge": 3,
  "spin_multiplicity": 1,
  "e_homo_ev": -15.014,
  "relative_energy_kcal_mol": 81.2
}